w:
ORCA calculation (the ωB97M-V functional and the def2-TZVPD basis) on a 2-piece molecular cluster, C3H2N2O overall.

Each atom is followed by the atoms it is bonded to, with distances in Å.
Geometry (Å):
1 O 0.94 -1.97 -0.43  C6 1.227
2 N 1.07 0.35 0.36  C5 1.499, C6 1.310, H8 1.035
3 N -2.39 0.16 0.79  C4 1.151
4 C -1.44 0.27 0.14  N3 1.151, C5 1.407
5 C -0.17 0.29 -0.47  N2 1.499, C4 1.407, C6 1.424
6 C 0.71 -0.79 -0.19  O1 1.227, N2 1.310, C5 1.424
7 H 0.22 1.17 -1.57  no bonds
8 H 1.05 0.52 1.38  N2 1.035

Calculated values
Charge: 0
Orbital gap: 10.24 eV

---

x:
ORCA calculation (the ωB97M-V functional and the def2-TZVPD basis) on one molecule with the formula C3H2N2O.

Each atom is followed by the atoms it is bonded to, with distances in Å.
Geometry (Å):
1 O 1.93 0.46 0.71  C6 1.128
2 N -1.42 2.34 0.06  C5 1.150
3 N -0.91 0.06 -0.63  C4 1.387, C5 1.297
4 C -0.05 -0.88 -0.09  N3 1.387, C6 1.628, H7 1.144, H8 1.134
5 C -1.09 1.28 -0.24  N2 1.150, N3 1.297
6 C 1.48 -0.36 0.08  O1 1.128, C4 1.628
7 H 0.02 -1.70 -0.89  C4 1.144
8 H 0.04 -1.20 1.00  C4 1.134

Calculated values
Charge: 0
Orbital gap (alpha / beta): 7.22 / 7.19 eV

---

How do the energies compare? Relative to the most stable structure, in hartree: w 0.0000; x 0.0022.

---

w:
ORCA calculation (the ωB97M-V functional and the def2-TZVPD basis) on one molecule with the formula C3H2N2O.

Each atom is followed by the atoms it is bonded to, with distances in Å.
Geometry (Å):
1 O 2.26 -0.09 0.05  C5 1.237
2 N -1.15 0.67 -0.05  C4 1.445, C6 1.268
3 N 0.19 -1.32 -0.16  C4 1.324, C5 1.473
4 C -1.00 -0.76 0.03  N2 1.445, N3 1.324, H8 1.141
5 C 1.04 -0.12 -0.13  O1 1.237, N3 1.473, C6 1.486
6 C 0.07 1.01 -0.10  N2 1.268, C5 1.486, H7 1.139
7 H 0.44 2.07 0.04  C6 1.139
8 H -1.85 -1.45 0.32  C4 1.141

Calculated values
SMILES: O=C1C=NC=N1
Charge: 0
Orbital gap: 8.96 eV

---

x:
ORCA calculation (the ωB97M-V functional and the def2-TZVPD basis) on a 2-piece molecular cluster, C3H2N2O overall.

Each atom is followed by the atoms it is bonded to, with distances in Å.
Geometry (Å):
1 O -3.18 2.14 0.10  C5 1.150
2 N -2.36 -2.78 0.19  C6 1.122
3 N -1.07 -0.92 -0.52  C4 1.226, C6 1.254
4 C -0.52 -0.10 0.21  N3 1.226, H7 1.085, H8 1.071
5 C -2.10 2.14 -0.30  O1 1.150
6 C -1.76 -1.90 -0.17  N2 1.122, N3 1.254
7 H 0.32 0.43 -0.21  C4 1.085
8 H -0.71 -0.04 1.26  C4 1.071

Calculated values
Charge: 0
Orbital gap: 9.95 eV

---

How do the energies compare? Relative to the most stable structure, in hartree: w 0.0000; x 0.0195.

---

w:
ORCA calculation (the ωB97M-V functional and the def2-TZVPD basis) on a 2-piece molecular cluster, C4H11NO2S overall.

Each atom is followed by the atoms it is bonded to, with distances in Å.
Geometry (Å):
1 S -1.00 -1.35 -3.20  C6 1.867
2 O -0.18 1.09 3.71  C5 1.337
3 O 2.62 -1.34 -2.71  H11 0.974, H12 0.969
4 N 0.49 0.91 1.37  C5 1.535, C8 1.459, H9 1.003
5 C 0.05 1.76 2.57  O2 1.337, N4 1.535, H15 1.096, H16 1.128
6 C -1.33 -0.79 -1.45  S1 1.867, C7 1.537, H14 1.092, H18 1.097
7 C -0.11 -0.56 -0.54  C6 1.537, C8 1.539, H13 1.093, H17 1.083
8 C -0.55 0.06 0.80  N4 1.459, C7 1.539, H10 1.100, H19 1.107
9 H 1.26 0.36 1.70  N4 1.003
10 H -1.41 0.73 0.65  C8 1.100
11 H 2.41 -0.39 -2.68  O3 0.974
12 H 1.72 -1.67 -2.56  O3 0.969
13 H 0.33 -1.53 -0.28  C7 1.093
14 H -2.07 -1.53 -1.15  C6 1.092
15 H -0.85 2.26 2.20  C5 1.096
16 H 0.94 2.44 2.64  C5 1.128
17 H 0.55 0.08 -1.11  C7 1.083
18 H -1.90 0.14 -1.48  C6 1.097
19 H -0.96 -0.66 1.53  C8 1.107

Calculated values
Charge: -2
Orbital gap: 6.08 eV

---

x:
ORCA calculation (the ωB97M-V functional and the def2-TZVPD basis) on a 2-piece molecular cluster, C4H11NO2S overall.

Each atom is followed by the atoms it is bonded to, with distances in Å.
Geometry (Å):
1 S 2.06 0.56 -1.53  C5 1.912
2 O -3.66 -0.67 1.20  C6 1.353
3 O 3.23 0.73 1.94  H15 0.974, H16 0.961
4 N -1.79 0.21 0.01  C6 1.496, C7 1.434, H9 1.018
5 C 0.44 1.00 -0.61  S1 1.912, C7 1.539, H12 1.082, H17 1.079
6 C -2.88 -0.81 0.11  O2 1.353, N4 1.496, H10 1.105, H11 1.115
7 C -0.48 -0.22 -0.40  N4 1.434, C5 1.539, C8 1.544, H18 1.092
8 C 0.18 -1.33 0.45  C7 1.544, H13 1.084, H14 1.087, H19 1.087
9 H -1.81 0.87 0.79  N4 1.018
10 H -2.37 -1.79 0.11  C6 1.105
11 H -3.48 -0.66 -0.82  C6 1.115
12 H -0.09 1.60 -1.34  C5 1.082
13 H 1.24 -1.24 0.63  C8 1.084
14 H -0.05 -2.31 0.02  C8 1.087
15 H 2.78 0.97 1.11  O3 0.974
16 H 3.19 -0.23 1.96  O3 0.961
17 H 0.85 1.40 0.30  C5 1.079
18 H -0.55 -0.63 -1.41  C7 1.092
19 H -0.26 -1.35 1.44  C8 1.087

Calculated values
Charge: -2
Orbital gap: 5.61 eV

---

How do the energies compare? Relative to the most stable structure, in hartree: w 0.0000; x 0.0174.